53
Properties=species:S:1:pos:R:3:mulliken_charge:R:1 method="wB97M-V/def2-TZVPD" charge=+1 e_tot_ha=-14377.1077 lumo_ha=-0.244 homo_ev=-7.87 spin_multiplicity=1
C -0.42469 -1.17280 -4.08723 -1.46
N -1.57836 3.01423 -0.44721 0.21
Br 5.16049 -1.44287 4.73448 -0.39
C -0.18925 3.41391 -0.54523 -0.93
Br 3.98970 5.11022 -8.63676 0.02
O -0.99113 2.71549 -3.61563 -0.43
H 0.02491 4.12930 0.28118 0.34
O 3.13860 0.20401 -8.57414 -0.75
C -3.46988 -2.47359 4.40069 -0.62
H 2.54340 3.25335 -9.40019 0.24
H 2.66766 -2.87008 7.34373 0.19
H -1.40786 0.60445 2.06269 0.36
O -2.78812 2.56890 1.39616 -0.48
C -1.17930 -3.12104 4.58697 -0.76
C 0.67510 -0.11516 -3.62682 0.28
H 0.76382 -0.04063 -1.51993 0.38
O -1.07975 0.67136 -2.06990 -0.20
O 0.65910 -0.06404 -6.17509 -0.90
C -1.38228 0.75593 0.94694 -0.27
H -0.40296 -3.78598 4.94118 0.56
H -0.26662 -2.51645 7.03767 0.33
Cl 4.26436 -1.13247 7.24321 -0.09
Br 1.16931 4.10342 -7.51481 -0.03
C 2.31435 4.26007 -9.07090 -0.24
H 0.11760 -1.99912 -4.59667 0.50
C -2.51332 -3.35454 4.87936 -0.20
C 0.31212 0.66653 -2.24834 -0.47
C 3.35887 -2.50703 6.58831 -0.34
H -2.80336 -4.21277 5.47281 0.41
K -0.06934 -3.30009 -2.46222 1.04
H -1.99301 0.01831 0.40027 0.11
H 1.74658 -0.37969 -3.80577 0.48
H 4.05751 -3.28966 6.31706 0.46
H -0.32460 0.79542 0.60192 0.18
O 0.11799 -3.28610 7.47333 -0.61
V 1.93188 0.07457 -7.41586 1.49
S -1.90741 1.94206 -2.80580 0.56
Cl 2.43491 -2.03744 5.15812 -0.09
C -3.04560 -1.39207 3.64536 -0.21
N -1.76539 -1.14484 3.35447 -0.27
H 0.51337 2.56382 -0.36021 0.30
Br 1.41402 5.14496 -10.52819 0.02
H 0.16820 -1.78133 3.57457 0.30
H 0.09044 3.94172 -1.47115 0.31
O -2.36590 3.02736 -1.57031 -0.30
H 0.82462 1.63748 -2.27914 0.27
H -3.75807 -0.67679 3.24643 0.42
C -0.86184 -2.00762 3.82620 -0.14
O -0.18287 0.17741 -4.77369 -0.04
C -1.97889 2.16523 0.64427 0.18
H -1.40303 -1.21394 -3.56083 0.59
H 0.19500 -3.01968 8.39655 0.29
H -4.52107 -2.62168 4.60812 0.39